{"formula": "C72H100N8O32P4", "method": "wB97M-V/def2-TZVPD", "fmax_ev_per_a": 4.14, "smiles": "O=[N+]([O-])c1ccccc1.O=[N+]([O-])c1ccccc1.O=[N+]([O-])c1ccccc1.O=[N+]([O-])c1ccccc1.O=[N+]([O-])c1ccccc1.O=[N+]([O-])c1ccccc1.O=[N+]([O-])c1ccccc1.O=[N+]([O-])c1ccccc1.CCOP(=O)(OCC)OCC.CCOP(=O)(OCC)OCC.CCOP(=O)(OCC)OCC.CCOP(=O)(OCC)OCC", "orbital_gap_ha": 0.324, "de_lowest_kcal_mol": 14.8, "e_homo_ha": -0.362, "elements": ["O", "N", "O", "C", "C", "C", "C", "C", "C", "H", "H", "H", "H", "H", "O", "N", "O", "C", "C", "C", "C", "C", "C", "H", "H", "H", "H", "H", "O", "N", "O", "C", "C", "C", "C", "C", "C", "H", "H", "H", "H", "H", "O", "N", "O", "C", "C", "C", "C", "C", "C", "H", "H", "H", "H", "H", "O", "N", "O", "C", "C", "C", "C", "C", "C", "H", "H", "H", "H", "H", "O", "N", "O", "C", "C", "C", "C", "C", "C", "H", "H", "H", "H", "H", "O", "N", "O", "C", "C", "C", "C", "C", "C", "H", "H", "H", "H", "H", "O", "N", "O", "C", "C", "C", "C", "C", "C", "H", "H", "H", "H", "H", "C", "C", "O", "P", "O", "O", "C", "C", "O", "C", "C", "H", "H", "H", "H", "H", "H", "H", "H", "H", "H", "H", "H", "H", "H", "H", "C", "C", "O", "P", "O", "O", "C", "C", "O", "C", "C", "H", "H", "H", "H", "H", "H", "H", "H", "H", "H", "H", "H", "H", "H", "H", "C", "C", "O", "P", "O", "O", "C", "C", "O", "C", "C", "H", "H", "H", "H", "H", "H", "H", "H", "H", "H", "H", "H", "H", "H", "H", "C", "C", "O", "P", "O", "O", "C", "C", "O", "C", "C", "H", "H", "H", "H", "H", "H", "H", "H", "H", "H", "H", "H", "H", "H", "H"], "positions_angstrom": [[-1.075, 5.296, -6.882], [0.007, 5.847, -6.798], [0.544, 6.502, -7.688], [0.701, 5.590, -5.553], [2.102, 5.820, -5.483], [2.826, 5.488, -4.360], [2.193, 4.842, -3.316], [0.793, 4.746, -3.273], [0.075, 5.141, -4.404], [2.560, 6.221, -6.375], [3.902, 5.562, -4.312], [2.789, 4.475, -2.494], [0.351, 4.256, -2.418], [-0.995, 5.038, -4.512], [-4.346, 0.075, 5.429], [-3.726, -0.782, 4.862], [-2.507, -0.817, 4.854], [-4.497, -1.782, 4.061], [-3.840, -2.701, 3.232], [-4.555, -3.551, 2.404], [-5.918, -3.416, 2.366], [-6.656, -2.594, 3.231], [-5.905, -1.800, 4.058], [-2.767, -2.811, 3.180], [-4.042, -4.228, 1.737], [-6.461, -4.032, 1.665], [-7.735, -2.538, 3.238], [-6.317, -1.059, 4.727], [5.980, -4.872, -1.984], [5.485, -4.910, -0.897], [5.326, -5.924, -0.282], [4.763, -3.706, -0.468], [4.784, -2.512, -1.232], [4.098, -1.380, -0.729], [3.484, -1.384, 0.535], [3.521, -2.577, 1.268], [4.106, -3.759, 0.766], [5.325, -2.439, -2.164], [4.079, -0.536, -1.402], [3.003, -0.503, 0.934], [3.125, -2.596, 2.272], [4.142, -4.678, 1.331], [0.644, -2.819, -1.119], [0.131, -2.673, -0.008], [-0.049, -3.583, 0.780], [-0.188, -1.263, 0.381], [-1.055, -1.010, 1.457], [-1.464, 0.339, 1.733], [-0.930, 1.423, 1.000], [-0.059, 1.183, -0.020], [0.316, -0.144, -0.349], [-1.470, -1.768, 2.104], [-2.114, 0.482, 2.584], [-1.193, 2.449, 1.209], [0.344, 1.965, -0.647], [0.991, -0.293, -1.179], [-6.203, -1.873, -5.347], [-5.530, -1.124, -4.694], [-5.442, 0.097, -4.969], [-4.808, -1.670, -3.535], [-5.219, -2.884, -2.949], [-4.636, -3.276, -1.750], [-3.573, -2.496, -1.203], [-3.199, -1.335, -1.839], [-3.778, -0.901, -2.981], [-6.034, -3.457, -3.366], [-4.864, -4.259, -1.366], [-3.060, -2.740, -0.285], [-2.336, -0.793, -1.484], [-3.418, -0.003, -3.461], [1.870, 0.978, -3.527], [1.226, 0.576, -4.479], [0.682, -0.542, -4.435], [1.149, 1.360, -5.764], [1.871, 2.504, -6.014], [1.819, 3.161, -7.259], [1.053, 2.707, -8.256], [0.285, 1.518, -8.018], [0.370, 0.907, -6.806], [2.475, 2.957, -5.241], [2.427, 4.032, -7.451], [1.020, 3.270, -9.177], [-0.256, 1.051, -8.829], [-0.223, 0.028, -6.599], [-2.949, 3.416, -1.492], [-2.496, 2.902, -2.510], [-1.433, 2.341, -2.608], [-3.252, 2.926, -3.731], [-4.549, 3.535, -3.778], [-5.081, 3.854, -4.990], [-4.467, 3.572, -6.196], [-3.195, 2.922, -6.140], [-2.613, 2.597, -4.912], [-5.008, 3.831, -2.846], [-6.073, 4.280, -4.972], [-4.874, 3.964, -7.117], [-2.646, 2.656, -7.031], [-1.642, 2.125, -4.918], [-1.300, 10.403, 2.099], [-1.163, 9.850, 1.000], [-1.142, 10.447, -0.092], [-0.880, 8.362, 1.015], [-1.191, 7.586, -0.093], [-0.831, 6.241, -0.165], [-0.066, 5.694, 0.892], [0.246, 6.438, 2.019], [-0.132, 7.760, 2.092], [-1.793, 7.941, -0.916], [-1.118, 5.610, -0.992], [0.092, 4.630, 0.791], [0.940, 5.890, 2.640], [0.076, 8.323, 2.990], [4.626, -7.885, -3.890], [3.768, -8.292, -2.733], [2.517, -7.591, -2.726], [1.164, -8.457, -2.862], [0.758, -9.220, -1.652], [1.399, -9.273, -4.213], [0.664, -10.405, -4.549], [1.076, -11.640, -3.801], [0.024, -7.357, -3.273], [-0.132, -6.179, -2.584], [0.469, -5.106, -3.561], [4.180, -8.209, -4.830], [4.921, -6.836, -3.923], [5.522, -8.461, -3.658], [3.518, -9.353, -2.705], [4.336, -8.176, -1.810], [-0.376, -10.119, -4.393], [0.666, -10.539, -5.631], [1.967, -12.023, -4.298], [1.376, -11.381, -2.786], [0.288, -12.390, -3.861], [-1.198, -6.055, -2.392], [0.416, -6.121, -1.643], [1.436, -5.447, -3.932], [-0.165, -5.022, -4.444], [0.632, -4.081, -3.228], [5.832, 6.487, 2.746], [6.572, 6.986, 1.531], [5.824, 6.975, 0.298], [5.501, 5.563, -0.517], [5.023, 5.706, -1.896], [6.962, 4.848, -0.404], [8.013, 5.159, -1.245], [8.631, 3.937, -1.827], [4.601, 4.687, 0.579], [3.299, 4.300, 0.294], [2.850, 3.619, 1.606], [4.841, 6.942, 2.744], [5.735, 5.412, 2.599], [6.309, 6.636, 3.715], [6.912, 8.009, 1.692], [7.563, 6.546, 1.428], [7.666, 5.798, -2.058], [8.746, 5.687, -0.636], [9.272, 3.337, -1.181], [7.829, 3.273, -2.148], [9.170, 4.247, -2.723], [2.582, 5.097, 0.098], [3.160, 3.549, -0.484], [2.913, 4.290, 2.463], [1.780, 3.456, 1.481], [3.462, 2.748, 1.839], [-0.731, -6.940, 1.628], [-2.040, -6.642, 2.295], [-1.878, -6.814, 3.637], [-2.831, -6.073, 4.613], [-4.279, -5.985, 4.188], [-2.480, -6.856, 5.968], [-2.849, -8.217, 6.194], [-3.309, -8.330, 7.691], [-1.990, -4.679, 4.825], [-0.588, -4.773, 5.078], [-0.157, -3.313, 4.769], [-0.838, -6.664, 0.579], [-0.006, -6.252, 2.064], [-0.390, -7.953, 1.838], [-2.165, -5.591, 2.033], [-2.938, -7.161, 1.960], [-3.659, -8.429, 5.496], [-2.055, -8.931, 5.974], [-3.494, -9.338, 8.061], [-2.641, -7.807, 8.375], [-4.218, -7.743, 7.820], [-0.278, -5.082, 6.076], [-0.086, -5.423, 4.362], [-0.720, -2.617, 5.391], [0.908, -3.112, 4.888], [-0.522, -3.098, 3.765], [-4.353, 3.619, 3.265], [-4.265, 4.480, 4.555], [-3.482, 3.752, 5.444], [-1.944, 4.095, 5.791], [-0.935, 4.002, 4.707], [-2.015, 5.493, 6.533], [-0.985, 6.469, 6.393], [0.332, 6.289, 7.176], [-1.616, 3.126, 7.076], [-1.358, 1.796, 6.700], [-0.212, 1.190, 7.565], [-3.469, 3.759, 2.643], [-4.400, 2.545, 3.445], [-5.139, 3.931, 2.576], [-3.945, 5.510, 4.398], [-5.232, 4.607, 5.041], [-0.669, 6.533, 5.352], [-1.474, 7.391, 6.707], [0.746, 5.307, 6.948], [1.121, 7.036, 7.085], [0.044, 6.212, 8.225], [-2.227, 1.190, 6.953], [-1.135, 1.553, 5.661], [-0.049, 0.131, 7.366], [0.726, 1.745, 7.582], [-0.476, 1.200, 8.623]], "mulliken_charge": [-0.54, 1.08, -0.63, -0.64, 0.06, -0.95, -0.95, 0.57, -0.42, 0.59, 0.50, 0.33, 0.46, 0.50, -0.66, 1.07, -0.41, -1.10, 2.04, -0.62, -0.85, -1.09, -0.28, 0.17, 0.45, 0.43, 0.43, 0.53, -0.63, 1.04, -0.61, 0.11, -0.64, -0.31, -0.60, -0.54, -0.39, 0.46, 0.49, 0.62, 0.46, 0.51, -0.49, 1.29, -0.52, -0.34, 1.13, -1.14, -0.99, 0.03, -0.49, -0.65, 0.71, 0.56, 0.34, 0.47, -0.59, 0.90, -0.54, 0.04, -0.64, -0.81, -0.33, 0.28, -0.63, 0.47, 0.51, 0.42, 0.41, 0.52, -0.58, 1.23, -0.61, -0.45, -0.26, -0.59, -0.44, -0.85, 0.03, 0.66, 0.46, 0.45, 0.44, 0.49, -0.68, 1.09, -0.12, -0.46, -0.86, -0.45, -0.85, -0.57, 0.66, 0.53, 0.38, 0.46, 0.52, 0.39, -0.55, 0.88, -0.53, 0.07, -0.67, -0.55, 0.00, -0.73, -0.31, 0.43, 0.51, 0.42, 0.44, 0.49, -1.09, -0.27, 0.11, 0.63, -0.76, -0.30, -0.38, -0.97, -0.34, -0.11, -0.89, 0.31, 0.23, 0.38, 0.32, 0.37, 0.29, 0.38, 0.29, 0.25, 0.35, 0.41, 0.15, 0.16, 0.29, 0.15, -0.90, -0.25, -0.37, 0.58, -0.51, -0.26, -0.23, -1.25, 0.03, 0.02, -1.12, 0.20, 0.18, 0.45, 0.43, 0.14, 0.38, 0.24, 0.31, 0.30, 0.37, 0.48, 0.13, 0.30, 0.00, 0.44, -0.98, 0.44, -0.34, 0.82, -0.72, -0.36, -0.26, -1.25, 0.08, -0.17, -0.65, 0.22, 0.09, 0.40, -0.39, 0.41, 0.35, 0.29, 0.37, 0.30, 0.32, 0.26, 0.23, 0.19, 0.51, -0.20, -0.67, -0.33, -0.38, 0.89, -0.29, -0.41, 0.06, -1.15, -0.47, 0.28, -1.40, 0.06, 0.10, 0.46, 0.31, 0.32, -0.03, 0.39, 0.27, 0.39, 0.32, 0.17, 0.14, 0.29, 0.35, 0.36]}

---

{"formula": "C21H27NO6RuS", "method": "wB97M-V/def2-TZVPD", "fmax_ev_per_a": 1.29, "charge": 2, "orbital_gap_ha": [0.230, 0.234], "e_homo_ha": [-0.555, -0.550], "elements": ["Ru", "O", "C", "O", "C", "O", "C", "C", "O", "O", "H", "H", "H", "H", "H", "C", "C", "C", "C", "N", "C", "C", "C", "C", "C", "C", "C", "H", "H", "H", "H", "H", "H", "H", "H", "C", "C", "C", "S", "O", "C", "C", "C", "H", "H", "H", "H", "H", "H", "H", "H", "H", "H", "H", "H", "H", "H"], "positions_angstrom": [[0.427, 0.963, 1.138], [3.227, 4.247, 0.771], [2.676, 3.086, 0.568], [1.539, 2.804, 0.940], [3.517, 2.140, -0.246], [3.117, 0.810, -0.076], [3.795, 0.139, 0.992], [3.096, 0.245, 2.330], [3.707, 0.200, 3.355], [1.747, 0.225, 2.305], [2.628, 4.838, 1.263], [4.575, 2.298, -0.025], [3.358, 2.424, -1.291], [4.813, 0.511, 1.109], [3.871, -0.917, 0.729], [-2.040, 3.407, -1.480], [-3.303, 3.225, -0.937], [-3.458, 2.409, 0.171], [-2.344, 1.791, 0.714], [-1.115, 1.985, 0.186], [-0.971, 2.768, -0.887], [-2.334, 0.890, 1.863], [-3.446, 0.504, 2.581], [-3.289, -0.356, 3.670], [-2.027, -0.822, 4.051], [-0.902, -0.435, 3.355], [-1.049, 0.397, 2.226], [-1.884, 4.033, -2.346], [-4.162, 3.717, -1.373], [-4.434, 2.259, 0.609], [0.038, 2.883, -1.257], [-4.434, 0.858, 2.322], [-4.161, -0.655, 4.236], [-1.931, -1.471, 4.910], [0.081, -0.767, 3.659], [1.627, -1.529, -4.405], [0.848, -1.649, -3.100], [1.813, -1.699, -1.929], [1.119, -1.662, -0.278], [0.305, -0.291, -0.317], [-0.140, -2.957, -0.287], [-1.517, -2.562, -0.800], [-2.458, -3.759, -0.693], [0.946, -1.513, -5.254], [2.310, -2.367, -4.542], [2.212, -0.609, -4.430], [0.236, -2.554, -3.112], [0.170, -0.802, -2.983], [2.509, -0.857, -1.910], [2.422, -2.611, -1.922], [-0.181, -3.318, 0.742], [0.308, -3.752, -0.892], [-1.456, -2.208, -1.828], [-1.896, -1.736, -0.200], [-2.103, -4.601, -1.288], [-3.453, -3.500, -1.049], [-2.548, -4.094, 0.342]], "mulliken_charge": [0.56, -0.42, 0.55, -0.65, -0.54, -0.24, -0.47, 0.39, -0.56, -0.40, 0.43, 0.43, 0.38, 0.44, 0.33, -0.90, -0.48, -0.78, 1.25, 0.45, -0.30, 0.20, -0.74, -0.71, -0.87, -0.12, 0.80, 0.44, 0.47, 0.44, 0.52, 0.44, 0.45, 0.50, 0.55, -1.46, -0.18, -0.76, 0.51, -0.74, -1.15, 0.29, -1.52, 0.40, 0.36, 0.35, 0.25, 0.24, 0.33, 0.68, 0.60, 0.61, 0.28, -0.06, 0.38, 0.40, 0.37]}